# 1
This record from the OMol25 dataset describes 8 unconnected molecules or ions with the total composition C54H49N2O18 at a distorted geometry. The level of theory is ωB97M-V/def2-TZVPD.

Atoms and positions in Å:
C  -4.11  -3.06  -0.40
O  -3.60  -4.32  0.24
C  -2.14  -4.38  0.13
C  -1.36  -3.69  1.44
C  0.26  -3.94  1.55
C  1.05  -3.21  2.83
C  2.67  -3.43  2.93
C  0.13  -2.31  3.86
C  0.83  -1.51  5.14
O  0.28  -0.15  5.14
C  1.13  0.80  4.42
O  1.23  0.58  2.96
C  -0.04  0.89  2.27
C  0.32  1.86  0.96
O  1.78  2.15  0.96
C  -1.52  -2.20  3.61
N  -2.45  -1.42  4.55
N  -2.20  -2.88  2.41
H  -4.34  -3.26  -1.55
H  -5.14  -2.78  0.14
H  -3.39  -2.15  -0.25
H  -1.71  -5.46  -0.05
H  -1.80  -3.71  -0.80
H  0.83  -4.62  0.75
H  3.13  -3.12  1.87
H  3.22  -2.76  3.72
H  2.88  -4.60  3.10
H  0.47  -2.11  6.11
H  2.00  -1.56  5.12
H  2.22  0.92  4.88
H  0.63  1.88  4.55
H  -0.56  -0.07  1.80
H  -0.83  1.43  2.96
H  -0.32  2.84  0.97
H  0.08  1.29  -0.06
H  2.08  1.98  0.01
H  -3.18  -0.89  4.01
H  -2.92  -2.10  5.21
H  -3.25  -2.75  2.30
C  7.41  2.50  1.54
C  7.51  3.56  0.73
C  6.31  4.29  0.27
O  6.39  5.25  -0.48
C  4.99  3.80  0.74
C  4.90  2.75  1.56
C  6.10  2.02  2.02
O  6.01  1.06  2.77
H  8.28  1.96  1.89
H  8.46  3.93  0.37
H  4.12  4.35  0.40
H  3.94  2.38  1.92
C  -0.73  -4.23  -4.44
C  -0.43  -4.63  -3.20
C  0.98  -4.72  -2.75
O  1.26  -5.09  -1.62
C  2.03  -4.35  -3.72
C  1.72  -3.95  -4.96
C  0.32  -3.86  -5.41
O  0.04  -3.49  -6.54
H  -1.76  -4.16  -4.79
H  -1.19  -4.91  -2.48
H  3.05  -4.42  -3.37
H  2.48  -3.67  -5.68
C  4.28  -8.51  -1.91
C  3.97  -7.54  -2.78
C  4.76  -7.34  -4.01
O  4.48  -6.45  -4.81
C  5.90  -8.24  -4.25
C  6.21  -9.21  -3.38
C  5.42  -9.42  -2.15
O  5.70  -10.30  -1.36
H  3.71  -8.68  -1.01
H  3.13  -6.87  -2.62
H  6.47  -8.08  -5.15
H  7.04  -9.88  -3.54
C  0.36  4.36  -4.30
C  1.28  3.59  -3.71
C  0.92  2.32  -3.05
O  1.76  1.62  -2.51
C  -0.51  1.94  -3.06
C  -1.43  2.70  -3.64
C  -1.06  3.97  -4.31
O  -1.91  4.67  -4.84
H  0.61  5.29  -4.79
H  2.33  3.86  -3.70
H  -0.76  1.00  -2.57
H  -2.48  2.44  -3.66
C  3.03  8.39  3.01
C  3.09  7.71  1.86
C  2.46  6.39  1.71
O  2.52  5.77  0.66
C  1.75  5.84  2.88
C  1.68  6.52  4.03
C  2.31  7.84  4.18
O  2.25  8.46  5.23
H  3.49  9.36  3.13
H  3.61  8.10  0.99
H  1.29  4.87  2.76
H  1.16  6.13  4.90
C  -6.84  -1.17  6.41
C  -7.69  -2.04  6.96
C  -8.22  -3.18  6.19
O  -9.00  -3.98  6.69
C  -7.77  -3.32  4.79
C  -6.92  -2.45  4.24
C  -6.39  -1.31  5.01
O  -5.60  -0.51  4.51
H  -6.44  -0.32  6.96
H  -8.03  -1.95  7.99
H  -8.16  -4.17  4.24
H  -6.58  -2.54  3.22
C  -4.27  6.00  -5.93
C  -4.17  7.06  -6.75
C  -5.37  7.78  -7.21
O  -5.29  8.75  -7.96
C  -6.69  7.30  -6.73
C  -6.78  6.25  -5.92
C  -5.58  5.52  -5.46
O  -5.67  4.56  -4.71
H  -3.40  5.46  -5.59
H  -3.22  7.42  -7.11
H  -7.56  7.85  -7.08
H  -7.74  5.88  -5.56

energy = -3550.0392 a.u.
gap between HOMO and LUMO = 7.006 eV
HOMO level = -11.189 eV
energy relative to the best compared isomer or geometry (same formula, charge and spin) = 11.462 eV
total charge = +1
F_max = 5.26 eV/Å

=====

# 2
This record from the OMol25 dataset describes a molecular structure, C5H8O2. The level of theory is ωB97M-V/def2-TZVPD.

Atoms and positions in Å:
C  1.99  -0.30  0.64
C  0.71  0.07  -0.01
C  -0.15  -0.64  -0.97
C  -0.73  -0.18  0.38
O  -1.22  -1.08  1.30
C  -0.80  1.32  0.50
O  0.39  1.48  -0.12
H  2.84  -0.10  -0.02
H  1.98  -1.37  0.89
H  2.12  0.28  1.56
H  -0.45  -0.16  -1.90
H  -0.01  -1.72  -1.00
H  -2.08  -1.38  0.99
H  -2.42  1.78  -1.47
H  -2.17  2.00  -0.79

energy = -345.5891 a.u.
gap between HOMO and LUMO = 8.998 eV
HOMO level = -8.404 eV
energy relative to the best compared isomer or geometry (same formula, charge and spin) = 5.875 eV
total charge = 0
F_max = 0.34 eV/Å

=====

# 3
This record from the OMol25 dataset describes BClH3N in the gas phase at a distorted geometry. The level of theory is ωB97M-V/def2-TZVPD.

Atoms and positions in Å:
N  -0.51  0.27  0.73
B  0.54  -0.27  -0.23
Cl  1.00  0.51  -1.88
H  -1.27  -0.42  0.92
H  -0.89  1.20  0.43
H  1.11  -1.28  0.03

SMILES = NBCl
energy = -541.6496 a.u.
gap between HOMO and LUMO = 11.288 eV
HOMO level = -10.689 eV
energy relative to the best compared isomer or geometry (same formula, charge and spin) = 0.715 eV
total charge = 0
F_max = 3.18 eV/Å

=====

Question: Which of these has the lowest HOMO level?
Answer: C54H49N2O18

=====

Question: Which of these has the lowest HOMO level?
Answer: C54H49N2O18

=====

Question: Which of these has the highest gap between HOMO and LUMO?
Answer: BClH3N

=====

What did the second record say?
This record from the OMol25 dataset describes a molecular structure, C5H8O2. The level of theory is ωB97M-V/def2-TZVPD.

Atoms and positions in Å:
C  1.99  -0.30  0.64
C  0.71  0.07  -0.01
C  -0.15  -0.64  -0.97
C  -0.73  -0.18  0.38
O  -1.22  -1.08  1.30
C  -0.80  1.32  0.50
O  0.39  1.48  -0.12
H  2.84  -0.10  -0.02
H  1.98  -1.37  0.89
H  2.12  0.28  1.56
H  -0.45  -0.16  -1.90
H  -0.01  -1.72  -1.00
H  -2.08  -1.38  0.99
H  -2.42  1.78  -1.47
H  -2.17  2.00  -0.79

energy = -345.5891 a.u.
gap between HOMO and LUMO = 8.998 eV
HOMO level = -8.404 eV
energy relative to the best compared isomer or geometry (same formula, charge and spin) = 5.875 eV
total charge = 0
F_max = 0.34 eV/Å